Record 1
Molecular formula: C10H16N2
Method: DFT, ωB97M-V/def2-TZVPD

Each line ends with the Mulliken charge.
Positions of all 28 atoms, in Å:
C 1.063 2.105 2.406  -0.81
C 0.346 2.867 1.521  -0.26
C 0.179 1.062 2.778  0.60
C -0.718 1.859 1.125  0.27
C 0.709 -1.839 -0.707  -0.97
C 1.111 -0.724 0.216  0.00
C -0.308 -0.853 -0.338  -0.14
C 1.303 -1.025 1.668  -1.00
C -1.157 -0.451 -2.712  -0.94
C -1.852 0.938 -0.978  -0.59
N -0.970 0.964 1.918  -0.31
N -0.741 0.102 -1.393  0.22
H 1.787 2.593 2.969  0.52
H 0.558 3.930 1.212  0.42
H 0.222 0.535 3.714  0.53
H 1.106 -1.965 -1.657  0.30
H 0.566 -2.811 -0.243  0.27
H 1.681 0.081 -0.244  0.60
H -1.132 -0.974 0.410  0.49
H 0.615 -1.719 2.011  0.44
H 0.819 -0.014 2.112  -0.32
H 2.337 -1.156 2.048  0.37
H -1.489 0.355 -3.478  0.37
H -0.241 -0.855 -3.248  0.35
H -1.837 -1.217 -2.549  0.45
H -2.059 1.965 -1.295  0.34
H -2.891 0.486 -0.772  0.34
H 0.050 0.831 -1.495  0.48

E_tot = -13582.8891 eV
energy relative to the best compared isomer or geometry (same formula, charge and spin) = 734.8 kJ/mol
charge = +2
LUMO energy = -10.2 eV
M = 164.3 g/mol
F_max = 5.4 eV/A
HOMO energy = -16.8598 eV
frontier orbital gap = 6.64 eV

=====

Record 2
Molecular formula: C32H57HgN2O2P2
Method: DFT, ωB97M-V/def2-TZVPD

Each line ends with the Mulliken charge.
Positions of all 96 atoms, in Å:
C 1.999 2.263 0.705  -0.20
C -0.247 2.482 1.310  0.02
C 2.305 3.554 1.159  -1.01
C 0.042 3.742 1.921  -1.46
C 1.316 4.270 1.837  -0.75
H 3.308 3.940 0.996  0.47
H -0.788 4.299 2.345  0.48
H 1.545 5.239 2.278  0.39
N 0.808 1.714 0.898  1.02
P 2.837 -0.353 0.081  -0.27
P -2.424 0.753 0.409  -0.31
C 3.051 1.462 -0.068  -0.94
H 2.984 1.714 -1.140  0.67
H 4.054 1.763 0.264  0.34
C -1.597 2.163 1.035  -0.38
H -2.283 2.942 1.407  0.55
C -3.679 1.662 -0.783  1.99
C -3.467 -0.086 1.797  2.52
C 3.457 -1.191 -1.503  2.45
C 3.791 -0.699 1.661  2.25
C -3.819 0.670 -1.944  -1.43
H -4.341 -0.247 -1.644  0.23
H -4.388 1.126 -2.768  0.60
H -2.837 0.375 -2.326  -0.08
C -5.060 2.018 -0.219  -2.07
H -5.650 1.150 0.096  0.40
H -4.995 2.741 0.604  0.38
H -5.637 2.513 -1.017  0.51
C -3.026 2.969 -1.245  -1.89
H -3.643 3.409 -2.043  0.62
H -2.949 3.711 -0.442  0.38
H -2.015 2.796 -1.630  0.14
C -4.416 -1.095 1.125  -1.83
H -3.845 -1.848 0.564  0.28
H -4.987 -1.619 1.905  0.51
H -5.134 -0.640 0.436  0.26
C -2.533 -0.878 2.717  -1.86
H -2.035 -1.695 2.179  0.02
H -1.762 -0.251 3.181  0.27
H -3.124 -1.343 3.520  0.66
C -4.194 0.937 2.669  -1.84
H -4.945 1.519 2.131  0.30
H -4.720 0.390 3.467  0.56
H -3.478 1.623 3.138  0.32
C 3.777 -2.215 1.890  -1.46
H 4.345 -2.429 2.806  0.54
H 2.754 -2.577 2.048  0.06
H 4.227 -2.782 1.065  0.18
C 3.050 -0.015 2.825  -1.55
H 3.005 1.074 2.702  0.31
H 2.034 -0.410 2.941  0.12
H 3.601 -0.230 3.752  0.57
C 5.230 -0.171 1.621  -1.74
H 5.715 -0.473 2.560  0.53
H 5.814 -0.585 0.792  0.31
H 5.272 0.923 1.575  0.35
C 3.321 -0.213 -2.683  -1.72
H 4.099 0.564 -2.663  0.35
H 3.435 -0.773 -3.626  0.66
H 2.331 0.267 -2.697  -0.17
C 2.540 -2.405 -1.763  -1.71
H 1.496 -2.090 -1.899  0.18
H 2.856 -2.908 -2.688  0.56
H 2.572 -3.139 -0.947  0.29
C 4.917 -1.660 -1.419  -1.97
H 5.608 -0.823 -1.263  0.37
H 5.086 -2.421 -0.647  0.32
H 5.179 -2.119 -2.386  0.52
Hg 0.298 -0.806 0.420  1.68
C 0.094 -2.417 1.802  0.07
O 0.549 -2.399 2.924  -0.60
N -0.235 0.586 -1.400  0.03
C -0.552 1.231 -2.326  -1.20
C -0.616 1.549 -3.827  2.69
C -1.329 2.872 -4.054  -1.84
C 0.791 1.675 -4.402  -1.83
C -1.360 0.421 -4.540  -1.58
H -2.388 2.801 -3.784  0.30
H -0.851 3.662 -3.464  0.41
H -1.267 3.145 -5.114  0.52
H 1.298 0.704 -4.451  0.36
H 0.712 2.071 -5.424  0.52
H 1.402 2.374 -3.818  0.38
H -1.296 0.589 -5.622  0.46
H -0.923 -0.559 -4.301  0.26
H -2.422 0.397 -4.268  0.41
C -1.611 -5.580 1.735  -1.37
C -0.741 -4.543 2.236  1.13
C 0.072 -4.664 3.385  -1.01
O -0.645 -3.507 1.393  -0.05
H -1.582 -6.419 2.438  0.44
H -1.300 -5.968 0.751  0.32
H -2.668 -5.279 1.636  0.34
H 1.151 -4.511 3.202  0.24
H -0.254 -4.055 4.247  0.30
H -0.065 -5.721 3.669  0.47

E_tot = -63926.5589 eV
energy relative to the best compared isomer or geometry (same formula, charge and spin) = 306.5 kJ/mol
charge = +1
LUMO energy = -5.1 eV
M = 764.4 g/mol
F_max = 4.3 eV/A
HOMO energy = -7.8555 eV
frontier orbital gap = 2.77 eV

=====

Record 3
Molecular formula: FH3OSi
Method: DFT, ωB97M-V/def2-TZVPD

Each line ends with the Mulliken charge.
Positions of all 6 atoms, in Å:
O -0.473 0.899 0.429  -0.51
F 0.324 0.113 -1.990  -0.32
Si 0.540 -0.088 -0.355  0.66
H 0.204 1.991 0.949  0.38
H 1.828 0.343 -0.103  -0.13
H -0.053 -1.471 -0.295  -0.09

E_tot = -12691.5264 eV
energy relative to the best compared isomer or geometry (same formula, charge and spin) = 224.4 kJ/mol
LUMO energy = -0.6 eV
M = 66.1 g/mol
F_max = 6.7 eV/A
HOMO energy = -11.7420 eV
frontier orbital gap = 11.09 eV

=====

Record 4
Molecular formula: C4H7P
Method: DFT, ωB97M-V/def2-TZVPD

Each line ends with the Mulliken charge.
Positions of all 12 atoms, in Å:
C -1.013 0.927 0.160  -0.53
C 0.398 1.296 -0.060  -0.37
C 0.391 -1.562 0.541  -1.07
C -0.063 -0.146 -0.238  0.30
P -0.174 -1.586 -1.237  -0.07
H -1.344 1.123 1.118  0.30
H -1.694 1.190 -0.666  0.22
H 0.608 1.924 -0.954  0.25
H 0.843 1.530 0.883  0.28
H 1.319 -1.391 1.053  0.37
H -0.260 -1.937 1.352  0.29
H 0.989 -1.368 -1.954  0.02

E_tot = -13542.3832 eV
energy relative to the best compared isomer or geometry (same formula, charge and spin) = 313.7 kJ/mol
LUMO energy (spin up / spin down) = 1.1 / -2.8 eV
⟨S²⟩ = 2.01
M = 86.1 g/mol
F_max = 3.2 eV/A
HOMO energy (spin up / spin down) = -4.3573 / -10.0911 eV
frontier orbital gap (spin up / spin down) = 5.46 / 7.29 eV
spin multiplicity = 3

=====

Q: Number 4 is which compound?
A: C4H7P